[1]
This record from the Open Molecules 2025 dataset describes a structure of composition C33H20F15N6O6V. The level of theory is the ωB97M-V functional and the def2-TZVPD basis.

```
! RIJCOSX wB97M-V def2-TZVPD def2/J DEFGRID3
* xyz -1 4
V -0.63113 0.13295 -0.07258
O 3.24994 2.28873 -0.77680
C 3.08773 3.24039 0.15398
C 4.20103 4.02923 0.46042
C 4.11051 5.03025 1.40305
C 2.90901 5.27428 2.06842
C 1.80978 4.49538 1.77351
C 1.87391 3.47226 0.82334
C 0.69360 2.61997 0.56980
O 0.77783 1.71169 -0.33465
N -0.38734 2.80949 1.30669
N -1.31406 1.88093 0.92627
C -2.53731 2.04711 1.23818
C -3.49949 1.14224 0.61016
C -4.86199 1.20937 0.85198
C -5.70278 0.36948 0.13688
C -5.15580 -0.49422 -0.79353
C -3.77838 -0.49496 -0.97090
N -2.97257 0.29908 -0.28758
H 2.38235 1.83582 -0.88200
H 5.12442 3.82479 -0.06505
H 4.98375 5.63168 1.62539
H 2.83916 6.06191 2.80666
H 0.86549 4.65648 2.27539
H -2.85672 2.88596 1.84961
H -5.24902 1.90743 1.58212
H -6.77184 0.39455 0.30381
H -5.77280 -1.16117 -1.37889
H -3.30387 -1.14572 -1.69396
O 4.05338 -5.11399 -1.87553
N 4.34980 -4.46870 -0.84164
O 5.38660 -4.72489 -0.19389
C 3.51549 -3.45341 -0.37960
C 3.91109 -2.78062 0.78213
C 3.14738 -1.74318 1.32345
C 3.48687 -1.04422 2.51118
C 2.66546 -0.05357 2.97647
C 1.50001 0.27065 2.27049
N 1.17255 -0.35430 1.14593
C 1.95370 -1.33838 0.68573
C 1.51736 -2.03401 -0.50279
N 0.34575 -1.61591 -1.01856
C -0.14693 -2.22932 -2.08434
C 0.50945 -3.29184 -2.68160
C 1.71612 -3.72568 -2.17349
C 2.27092 -3.09690 -1.04416
H 4.82986 -3.08572 1.25761
H 4.39489 -1.31124 3.03781
H 2.89957 0.48824 3.88304
H 0.82534 1.04081 2.61877
H -1.08260 -1.85038 -2.46785
H 0.07176 -3.77054 -3.54669
H 2.25186 -4.54466 -2.62077
F 1.34755 1.14950 -3.22788
C 0.34132 1.98904 -3.44975
F 0.39426 2.34715 -4.74587
F 0.55963 3.10067 -2.73890
C -1.02872 1.31281 -3.07526
O -0.91978 0.47757 -2.04690
C -2.07859 2.44356 -2.83110
F -2.01497 3.42620 -3.74240
F -1.91479 2.99656 -1.62977
F -3.32928 1.95281 -2.87083
C -1.49292 0.47313 -4.31253
F -1.94332 1.21232 -5.33613
F -0.48488 -0.28065 -4.76644
F -2.48416 -0.36503 -3.97167
C -0.51735 -2.34904 3.07909
C -1.62398 -2.07800 2.05427
O -1.44740 -0.95038 1.32603
C -2.95711 -1.88326 2.83051
F -3.18781 -2.82507 3.76267
F -2.94090 -0.70707 3.47711
F -4.02545 -1.87002 2.01684
C -1.76463 -3.31881 1.13433
F -0.56935 -3.73593 0.70151
F -2.50979 -3.06754 0.04922
F -2.33013 -4.36567 1.76565
H -0.46893 -1.50677 3.76747
H 0.43667 -2.43860 2.56661
H -0.70427 -3.26310 3.64270
*
```

Calculated values
Expectation value of S² = 3.797
ΔE to the lowest compared entry with this formula, charge and spin = 0.0 kcal per mole
HOMO level (spin up / spin down) = -3.1 / -5.9 eV
Kohn-Sham gap (spin up / spin down) = 4.8 / 7.4 eV

[2]
This record from the Open Molecules 2025 dataset describes a structure of composition C33H21BrIrN4O4 in a non-equilibrium geometry. The level of theory is the ωB97M-V functional and the def2-TZVPD basis.

```
! RIJCOSX wB97M-V def2-TZVPD def2/J DEFGRID3
* xyz 0 2
Ir 0.03950 0.07780 -0.00970
O -1.96560 0.95840 3.64900
C -1.58810 0.77000 2.50760
O -0.54280 0.15030 2.14870
C -2.44430 1.32870 1.36280
C -3.53170 2.15470 1.66690
C -4.25070 2.71670 0.64430
C -3.87040 2.46120 -0.69130
C -4.49530 3.06130 -1.79980
C -4.04950 2.82460 -3.07480
C -2.95450 1.97910 -3.28910
C -2.32590 1.38000 -2.22890
C -2.76260 1.59650 -0.91160
N -2.08170 1.03960 0.12180
H -3.75350 2.33680 2.70490
H -5.08710 3.37030 0.83920
H -5.32590 3.72840 -1.61980
H -4.52840 3.30260 -3.91530
H -2.59590 1.81470 -4.29270
H -1.44680 0.77210 -2.37130
O 4.25570 6.10440 -0.02920
N 4.87760 5.04230 0.00710
O 6.10630 4.99560 0.04070
C 4.18420 3.81260 -0.00090
C 4.96280 2.65780 -0.01300
C 4.39460 1.38700 -0.02230
C 5.17060 0.19970 0.01030
C 4.53780 -1.00950 0.02540
C 3.13650 -1.04960 0.00120
N 2.38500 0.03630 -0.04530
C 2.97860 1.23950 -0.05860
C 2.16130 2.41940 -0.09610
N 0.83250 2.24850 -0.20440
C 0.03790 3.31300 -0.19860
C 0.52090 4.60260 -0.04930
C 1.88030 4.80930 0.04450
C 2.75610 3.71150 -0.01780
H 6.03590 2.76370 -0.00520
H 6.24560 0.28620 0.03200
H 5.09100 -1.93400 0.06250
H 2.62700 -1.99740 0.02450
H -1.01900 3.14570 -0.31920
H -0.16750 5.43050 -0.01750
H 2.28130 5.80330 0.15420
Br 0.33700 -1.15600 -2.80400
C -1.43520 -1.94050 -2.68420
C -2.06510 -2.10140 -3.90220
C -3.38780 -2.52880 -3.94900
C -4.06290 -2.74250 -2.77680
C -3.43360 -2.58180 -1.52610
C -4.18140 -2.74650 -0.34350
C -3.60100 -2.56590 0.89900
C -2.26070 -2.28390 0.99970
C -1.41640 -2.17520 -0.14340
C -2.04910 -2.22460 -1.45530
H -1.53360 -1.87870 -4.81370
H -3.87560 -2.64140 -4.90290
H -5.10490 -3.02630 -2.79340
H -5.22440 -3.01520 -0.42640
H -4.19150 -2.68830 1.79430
H -1.79860 -2.21390 1.97280
C -0.02200 -2.22590 0.08150
H 0.28640 -2.43050 1.09910
H 0.61140 -2.66070 -0.67640
*
```

Calculated values
Expectation value of S² = 0.784
HOMO level (spin up / spin down) = -5.3 / -7.5 eV
Kohn-Sham gap (spin up / spin down) = 3.6 / 5.8 eV

[3]
This record from the Open Molecules 2025 dataset describes a structure of composition C33H22F4N9O6ReS3 in a non-equilibrium geometry. The level of theory is the ωB97M-V functional and the def2-TZVPD basis.

```
! RIJCOSX wB97M-V def2-TZVPD def2/J DEFGRID3
* xyz 1 2
Re 0.19230 -0.56730 1.68715
C 1.34353 4.95790 -1.48179
C 2.12513 3.86351 -0.76491
N 1.44592 2.59055 -0.88864
C 0.80114 1.91599 0.04234
S 0.13582 0.30890 -0.56929
N 0.54327 2.32199 1.24846
N 0.07765 1.42808 2.13279
C -0.43164 1.84290 3.28230
C -0.72152 3.27088 3.58009
C -0.70442 0.75917 4.18444
C -1.24239 0.90349 5.46939
C -1.41630 -0.20463 6.26814
C -1.06640 -1.45789 5.76477
C -0.58378 -1.55324 4.47864
N -0.38138 -0.48330 3.69704
H 1.91408 5.88083 -1.48534
H 0.39149 5.13000 -0.98528
H 1.15463 4.67663 -2.51474
H 2.22786 4.08292 0.29712
H 3.11784 3.75601 -1.21272
H 1.40512 2.20449 -1.82404
H -1.77530 3.47507 3.37933
H -0.12590 3.90519 2.92937
H -0.52418 3.51015 4.62148
H -1.53928 1.88098 5.80782
H -1.82380 -0.11352 7.26015
H -1.17926 -2.34538 6.36351
H -0.33558 -2.51078 4.04036
O 3.11075 -0.56061 -2.77524
S 1.74695 -0.87410 -2.50148
O 0.73798 -0.17405 -3.22260
O 1.57157 -0.37125 -0.93096
C 1.61768 -2.65551 -2.58677
C 2.32537 -3.18486 -3.65792
C 2.27036 -4.54943 -3.91077
C 1.55491 -5.38626 -3.06383
C 0.88675 -4.85204 -1.97211
C 0.90034 -3.48399 -1.74846
S -0.22062 -2.78542 -0.54565
O -1.23056 -3.73944 -0.23100
O 0.60073 -2.41708 0.63366
O -0.68771 -1.58879 -1.26661
H 2.91025 -2.51697 -4.27343
H 2.77177 -4.95420 -4.77867
H 1.50513 -6.44794 -3.25575
H 0.31142 -5.46659 -1.29815
C 4.96351 -0.85984 2.82967
C 4.08785 -0.12746 3.61941
C 2.77617 0.01727 3.21152
N 2.27839 -0.55622 2.10311
C 3.12560 -1.27509 1.36206
C 4.46675 -1.43176 1.66942
H 5.99639 -0.98109 3.11376
H 4.41529 0.33122 4.53927
H 2.09573 0.61156 3.80549
H 2.71118 -1.76601 0.49611
H 5.10862 -1.99555 1.00994
F -2.17664 1.24623 -0.25029
C -2.80890 0.83708 -1.38901
C -2.64845 1.63033 -2.49534
F -1.83790 2.69337 -2.37985
C -3.31069 1.36627 -3.71702
C -4.16419 0.23273 -3.70013
C -4.29765 -0.57875 -2.59066
F -5.09393 -1.64468 -2.66337
C -3.59729 -0.32901 -1.39133
C -3.63974 -1.19700 -0.24976
C -2.61476 -1.08979 0.64166
N -1.72186 -0.88337 1.36229
C -4.58237 -2.21383 -0.02581
N -5.32564 -3.05280 0.21836
F -4.83583 -0.08529 -4.80480
C -3.13513 2.19631 -4.85195
C -3.84151 2.05982 -6.05557
N -4.38973 2.01742 -7.06526
C -2.22396 3.26223 -4.86430
N -1.48701 4.14466 -4.90985
*
```

Calculated values
Expectation value of S² = 0.787
HOMO level (spin up / spin down) = -10.1 / -9.5 eV
Kohn-Sham gap (spin up / spin down) = 4.3 / 3.7 eV

Q: The lowest expectation value of S² belongs to which entry?
A: C33H21BrIrN4O4

Q: Number 2 is which compound?
A: C33H21BrIrN4O4